Record 1
{
  "formula": "C3HHgLiO4",
  "method": "the ωB97M-V functional and the def2-TZVPD basis",
  "symbols": ["O", "C", "O", "Hg", "O", "C", "C", "O", "Li", "H"],
  "xyz": [[3.214, 0.690, -0.034], [2.057, 0.864, -0.063], [0.948, 1.166, -0.017], [5.207, 1.330, -0.100], [-0.820, -2.522, -0.085], [-1.353, -1.327, 0.215], [-1.877, -0.229, 0.094], [-2.372, 0.925, -0.032], [-3.459, 2.211, 0.375], [-1.544, -3.109, -0.354]],
  "forces_ev_per_angstrom": [[-4.92, -1.94, -0.15], [1.08, 0.42, 0.54], [-0.88, -0.06, -0.25], [4.75, 1.59, -0.14], [-1.10, 2.74, 1.11], [1.73, -3.81, -1.22], [-1.98, 4.61, -0.47], [1.54, -3.60, 0.64], [-0.17, 0.32, 0.00], [-0.04, -0.27, -0.06]],
  "mulliken_charge": [-0.255, 0.603, -0.348, -0.001, -0.369, 0.171, 0.635, -0.765, 0.946, 0.383],
  "spin_multiplicity": 2,
  "s2": 0.76,
  "total_charge": 1,
  "lumo_ev": [-4.45, -6.98],
  "orbital_gap_ev": [5.547, 3.014],
  "e_above_lowest_kcal_mol": 0.50
}

---

Record 2
{
  "formula": "C3H6O",
  "method": "the ωB97M-V functional and the def2-TZVPD basis",
  "symbols": ["C", "C", "C", "H", "H", "H", "H", "O", "H", "H"],
  "xyz": [[-0.639, 0.702, -0.163], [0.318, 0.730, -1.033], [0.747, 0.811, 0.404], [-1.690, 0.661, 0.075], [0.634, 0.749, -2.065], [1.074, 1.770, 0.809], [1.225, -0.043, 0.902], [-0.851, -2.062, 0.314], [-0.415, -1.774, 1.124], [-0.403, -1.543, -0.367]],
  "forces_ev_per_angstrom": [[0.11, 0.18, -0.30], [-0.28, 0.05, 0.07], [0.24, 0.11, 0.28], [0.19, 0.00, -0.08], [-0.03, -0.03, 0.17], [0.00, -0.10, -0.03], [-0.16, 0.14, -0.21], [0.19, -0.10, 0.07], [-0.09, -0.12, 0.01], [-0.17, -0.13, 0.01]],
  "mulliken_charge": [-0.546, -0.115, -0.329, 0.281, 0.328, 0.215, 0.148, -0.653, 0.322, 0.351],
  "smiles": "C1=CC1.O",
  "total_charge": 0,
  "lumo_ev": 1.07,
  "orbital_gap_ev": 10.870,
  "e_above_lowest_kcal_mol": 65.92
}

---

Record 3
{
  "formula": "C4H7FOS",
  "method": "the ωB97M-V functional and the def2-TZVPD basis",
  "symbols": ["C", "C", "C", "F", "S", "C", "O", "H", "H", "H", "H", "H", "H", "H"],
  "xyz": [[-0.099, 1.230, -0.930], [0.781, 0.122, -0.312], [0.126, -1.180, -0.732], [-1.228, -1.377, -0.274], [1.165, 0.353, 1.422], [-0.387, -0.031, 2.228], [-0.652, 0.010, 3.407], [-0.254, 1.086, -1.988], [0.406, 2.186, -0.832], [-1.041, 1.243, -0.403], [1.745, 0.134, -0.851], [-0.025, -1.249, -1.812], [0.585, -2.119, -0.385], [-1.121, -0.408, 1.462]],
  "forces_ev_per_angstrom": [[0.81, 0.34, 0.72], [-1.12, -0.13, -1.59], [-0.91, -2.02, 0.27], [0.67, 0.74, -0.08], [0.29, 0.09, 0.96], [-1.28, -0.67, -0.13], [0.95, 0.27, -1.17], [-0.14, -0.32, -0.29], [-0.12, 0.22, 0.23], [-0.34, 0.22, -0.04], [-0.16, -0.10, 0.47], [0.55, 0.31, -0.03], [0.44, 0.61, -0.06], [0.38, 0.43, 0.74]],
  "mulliken_charge": [-1.254, 0.230, -0.535, -0.319, -0.086, 0.170, -0.456, 0.388, 0.353, 0.341, 0.255, 0.338, 0.313, 0.263],
  "smiles": "C[C@H](CF)SC=O",
  "total_charge": 0,
  "lumo_ev": 0.58,
  "orbital_gap_ev": 10.374,
  "e_above_lowest_kcal_mol": 2.61
}

---

Please write out number 1 again, unchanged.
{
  "formula": "C3HHgLiO4",
  "method": "the ωB97M-V functional and the def2-TZVPD basis",
  "symbols": ["O", "C", "O", "Hg", "O", "C", "C", "O", "Li", "H"],
  "xyz": [[3.214, 0.690, -0.034], [2.057, 0.864, -0.063], [0.948, 1.166, -0.017], [5.207, 1.330, -0.100], [-0.820, -2.522, -0.085], [-1.353, -1.327, 0.215], [-1.877, -0.229, 0.094], [-2.372, 0.925, -0.032], [-3.459, 2.211, 0.375], [-1.544, -3.109, -0.354]],
  "forces_ev_per_angstrom": [[-4.92, -1.94, -0.15], [1.08, 0.42, 0.54], [-0.88, -0.06, -0.25], [4.75, 1.59, -0.14], [-1.10, 2.74, 1.11], [1.73, -3.81, -1.22], [-1.98, 4.61, -0.47], [1.54, -3.60, 0.64], [-0.17, 0.32, 0.00], [-0.04, -0.27, -0.06]],
  "mulliken_charge": [-0.255, 0.603, -0.348, -0.001, -0.369, 0.171, 0.635, -0.765, 0.946, 0.383],
  "spin_multiplicity": 2,
  "s2": 0.76,
  "total_charge": 1,
  "lumo_ev": [-4.45, -6.98],
  "orbital_gap_ev": [5.547, 3.014],
  "e_above_lowest_kcal_mol": 0.50
}